C5H4O2 | ωB97M-V/def2-TZVPD

As for the spin multiplicity: 3. The calculation puts the energy relative to the best compared isomer or geometry (same formula, charge and spin) at 0.4 kcal per mole. The charge is 0. The value obtained for the lowest unoccupied orbital energy (spin up / spin down) is 0.47 / -2.63 eV. For the HOMO-LUMO gap (spin up / spin down), the calculation gives 7.746 / 7.543 eV. For the HOMO energy (spin up / spin down), the calculation gives -7.3 / -10.2 eV. The calculation puts the maximum force at 5.1 eV Å⁻¹. As for the electronic energy: -9339.3581 eV.

Last column: Mulliken charge in e.
Cartesian coordinates (Å):
C1 0.34531 1.10532 -0.26124  -0.2671
C2 0.93241 2.04367 -0.96390  -0.2634
C3 1.30770 3.23217 -1.26451  0.5322
C4 0.65780 -0.45212 -0.38530  -0.1377
C5 -0.07986 -1.48705 0.39869  -0.0388
O1 1.84141 4.15835 -1.73190  -0.3950
O2 -0.13032 -2.65967 0.09641  -0.4719
H1 -0.18768 1.31664 0.69003  0.2690
H2 0.86726 -0.65748 -1.53133  0.3100
H3 1.61943 -0.65038 0.22733  0.2099
H4 -0.59852 -1.00259 1.26345  0.2529

***

C3H11N5 | ωB97M-V/def2-TZVPD

The calculation puts the energy relative to the best compared isomer or geometry (same formula, charge and spin) at 60.2 kcal per mole. The charge is 0. The value obtained for the lowest unoccupied orbital energy is 1.05 eV. For the HOMO-LUMO gap, the calculation gives 8.529 eV. For the HOMO energy, the calculation gives -7.5 eV. Its SMILES is [H]/N=C\C(N)(N)NNC. The calculation puts the maximum force at 2.7 eV Å⁻¹. As for the electronic energy: -10737.3349 eV.

Last column: Mulliken charge in e.
Cartesian coordinates (Å):
H1 -2.14572 -0.79246 -0.42729  0.2969
N1 -1.58299 -1.17363 -1.19317  -0.7212
C1 -0.39340 -0.66328 -1.27021  -0.2929
C2 0.07414 0.65368 -0.62579  0.7057
N2 -0.97388 1.32305 0.06791  -0.5166
N3 0.54516 1.51949 -1.65968  -0.4757
N4 1.15617 0.36827 0.27608  -0.1469
N5 1.23516 -0.89771 0.97468  -0.4319
C3 0.06255 -1.34953 1.71200  -0.7811
H2 0.29012 -1.07916 -2.03064  0.2833
H3 -1.87863 1.49754 -0.35752  0.2004
H4 -0.97999 1.44009 1.07635  0.1824
H5 1.24436 1.21068 -2.32960  0.1928
H6 0.01811 2.34768 -1.91870  0.1932
H7 1.98231 0.95809 0.35168  0.2140
H8 2.04842 -0.87134 1.60114  0.2862
H9 -0.56254 -0.52550 2.06382  0.2034
H10 0.38470 -1.92502 2.58539  0.3661
H11 -0.52406 -2.04094 1.10355  0.2419

***

C5H8N2 | ωB97M-V/def2-TZVPD

The calculation puts the energy relative to the best compared isomer or geometry (same formula, charge and spin) at 136.1 kcal per mole. The charge is 0. The value obtained for the lowest unoccupied orbital energy (spin up / spin down) is -0.16 / -0.16 eV. For the HOMO-LUMO gap (spin up / spin down), the calculation gives 8.271 / 8.271 eV. For the HOMO energy (spin up / spin down), the calculation gives -8.4 / -8.4 eV. The calculation puts the maximum force at 1.2 eV Å⁻¹. As for the electronic energy: -8289.0942 eV.

Last column: Mulliken charge in e.
Cartesian coordinates (Å):
C1 -2.22820 0.48469 0.17788  -0.7520
C2 -1.27112 -0.04470 -0.81193  -0.3757
C3 0.97911 0.39637 -0.46890  0.1562
C4 0.43295 1.72973 -0.68247  0.1600
N1 0.11233 2.80804 -0.96297  -0.4447
N2 0.84390 -0.33654 0.57606  -0.3583
C5 1.90260 -1.32782 0.77633  -0.7346
H1 -1.98696 1.46762 0.60203  0.2855
H2 -3.07732 0.67664 -0.51407  0.3133
H3 -2.62838 -0.18373 0.94695  0.2896
H4 -1.45030 -1.10984 -1.02628  0.2912
H5 1.74224 0.16790 -1.22271  0.3375
H6 2.64379 -1.37659 -0.03914  0.3093
H7 1.53769 -2.34050 0.97451  0.2593
H8 2.44768 -1.01125 1.67472  0.2635

***

C3H7NO2 | ωB97M-V/def2-TZVPD

The calculation puts the energy relative to the best compared isomer or geometry (same formula, charge and spin) at 93.0 kcal per mole. The charge is 0. The value obtained for the lowest unoccupied orbital energy is 0.09 eV. For the HOMO-LUMO gap, the calculation gives 9.284 eV. For the HOMO energy, the calculation gives -9.2 eV. The calculation puts the maximum force at 0.4 eV Å⁻¹. As for the electronic energy: -8806.4971 eV.

Last column: Mulliken charge in e.
Cartesian coordinates (Å):
C1 0.33272 -0.53751 2.56207  -0.5681
O1 0.27443 -0.37884 1.12818  -0.1613
C2 0.72151 0.66584 0.52184  -0.2404
C3 -1.16492 -0.16726 -2.35211  0.1428
O2 -1.97430 -0.19442 -3.25989  -0.5688
N1 0.11262 0.27448 -2.43260  -0.2872
H1 -0.68929 -0.53583 2.94355  0.2271
H2 0.91552 0.28315 2.99194  0.3367
H3 0.80700 -1.50004 2.75653  0.2142
H4 1.10236 1.37846 1.30155  0.0513
H5 -1.39966 -0.54047 -1.33382  0.2292
H6 0.38021 0.76057 -3.27599  0.2227
H7 0.58179 0.49187 -1.55124  0.4016

***

Among the records above, which one has the lowest electronic energy?
C3H11N5

***

Repeat the first record exactly.
C5H4O2 | ωB97M-V/def2-TZVPD

As for the spin multiplicity: 3. The calculation puts the energy relative to the best compared isomer or geometry (same formula, charge and spin) at 0.4 kcal per mole. The charge is 0. The value obtained for the lowest unoccupied orbital energy (spin up / spin down) is 0.47 / -2.63 eV. For the HOMO-LUMO gap (spin up / spin down), the calculation gives 7.746 / 7.543 eV. For the HOMO energy (spin up / spin down), the calculation gives -7.3 / -10.2 eV. The calculation puts the maximum force at 5.1 eV Å⁻¹. As for the electronic energy: -9339.3581 eV.

Last column: Mulliken charge in e.
Cartesian coordinates (Å):
C1 0.34531 1.10532 -0.26124  -0.2671
C2 0.93241 2.04367 -0.96390  -0.2634
C3 1.30770 3.23217 -1.26451  0.5322
C4 0.65780 -0.45212 -0.38530  -0.1377
C5 -0.07986 -1.48705 0.39869  -0.0388
O1 1.84141 4.15835 -1.73190  -0.3950
O2 -0.13032 -2.65967 0.09641  -0.4719
H1 -0.18768 1.31664 0.69003  0.2690
H2 0.86726 -0.65748 -1.53133  0.3100
H3 1.61943 -0.65038 0.22733  0.2099
H4 -0.59852 -1.00259 1.26345  0.2529

***

Which value of energy relative to the best compared isomer or geometry (same formula, charge and spin) does entry 4 give?
93.0 kcal per mole

***

Look up the electronic energy of the third one.
-8289.0942 eV